The following is a quantum chemistry calculation of a structure of composition C36H51ClIrN3OP2, from the OMol25 dataset.

The spin multiplicity is 6. The HOMO-LUMO gap (alpha / beta) is 0.225 / 0.173 hartree. The value obtained for the HOMO energy (alpha / beta) is -14.28 / -17.01 eV. The energy relative to the best compared isomer or geometry (same formula, charge and spin) comes out at 0.2497 eV. The expectation value of S² is 8.8306. Its energy is -2887.93040 a.u. For the LUMO energy (alpha / beta), the calculation gives -0.30029 / -0.45220 hartree. As for the net charge: +3.

Geometry as XYZ:
```
95
Properties=species:S:1:pos:R:3:forces:R:3
C 0.227466 2.272494 -1.398731 0.16 -0.07 0.40
C -1.863094 1.302054 -1.209129 -0.28 0.61 0.46
C -0.229136 3.162944 -2.369174 -0.27 0.01 -0.20
C -2.440481 2.317589 -2.020910 -0.17 -0.78 -0.34
C -1.604830 3.240356 -2.618489 0.38 0.55 0.11
H 0.501127 3.779122 -2.889945 -0.28 -0.13 -0.03
H -3.507202 2.261968 -2.232806 0.27 0.04 -0.19
H -1.988823 3.995818 -3.301536 0.00 -0.18 0.17
N -0.644310 1.579903 -0.639673 0.57 -1.37 -0.46
P 1.948832 1.424777 0.531807 2.29 1.43 -1.09
P -2.111272 -1.365697 -0.063808 -1.85 -2.87 -2.04
C 1.698041 1.968880 -1.219976 -0.29 0.34 0.23
H 2.000655 1.150793 -1.895634 -0.42 0.22 0.22
H 2.302551 2.838967 -1.496401 -0.05 -0.26 0.17
C 0.652022 -1.587139 1.484381 1.14 -4.39 1.80
O 0.956679 -2.610505 1.953154 -0.75 3.05 -1.37
C -2.423887 0.013556 -1.120219 -2.17 2.69 2.07
H -3.497916 0.043308 -1.358672 0.34 -0.28 -0.34
C -2.654007 -2.640660 -1.501025 -0.17 0.03 0.17
C -3.203931 -1.872631 1.505817 -0.24 -0.03 1.18
C 3.616120 0.549595 0.512865 -0.07 0.03 0.13
C 2.054239 3.156395 1.344645 -0.09 0.07 0.34
C -1.527155 -3.674484 -1.460805 0.05 -0.37 -0.14
H -1.420316 -4.136942 -0.469841 -0.02 0.05 -0.27
H -1.743912 -4.469866 -2.189645 0.06 0.13 0.21
H -0.566090 -3.226799 -1.735510 -0.19 -0.22 0.13
C -4.028610 -3.304007 -1.343467 -0.34 -0.30 0.11
H -4.185598 -3.866568 -0.421463 0.00 0.14 -0.32
H -4.843538 -2.576918 -1.459365 0.23 -0.20 0.01
H -4.138390 -4.025942 -2.169606 0.09 0.22 0.21
C -2.750771 -1.972910 -2.881357 0.16 0.18 -0.29
H -2.794835 -2.757798 -3.649835 -0.11 0.08 0.23
H -3.652074 -1.355054 -2.971587 0.11 -0.29 -0.08
H -1.891810 -1.340427 -3.119480 -0.43 -0.18 0.04
C -2.927113 -3.357705 1.799381 0.41 -0.14 -0.52
H -1.864572 -3.503198 2.044146 -0.28 -0.02 0.06
H -3.522162 -3.659007 2.674821 0.13 0.22 -0.23
H -3.173147 -4.037635 0.979366 0.09 0.21 0.39
C -2.773478 -1.106397 2.749585 0.33 0.31 0.09
H -1.716085 -1.273541 2.977712 -0.22 0.02 0.06
H -2.952093 -0.031787 2.645109 -0.05 -0.23 0.05
H -3.357896 -1.462028 3.613139 0.12 0.06 -0.35
C -4.673608 -1.536880 1.261320 -0.28 0.17 -0.74
H -5.145521 -2.136634 0.479964 0.13 0.18 0.27
H -5.232189 -1.716811 2.192979 0.28 0.04 -0.14
H -4.791248 -0.475269 1.004386 -0.08 -0.19 0.13
C 2.601764 3.003130 2.768062 0.11 0.13 0.18
H 2.541769 3.982144 3.267534 0.03 -0.28 -0.10
H 2.009984 2.291617 3.357678 0.20 0.19 -0.08
H 3.655993 2.696438 2.782276 -0.31 0.10 0.01
C 0.662256 3.799414 1.407864 -0.23 -0.10 0.04
H 0.257632 4.015997 0.412606 0.09 0.05 0.23
H -0.055244 3.178164 1.944828 0.12 0.20 -0.10
H 0.746403 4.752765 1.951089 0.00 -0.25 -0.19
C 2.929482 4.151535 0.559641 0.31 -0.05 -0.15
H 3.013099 5.065630 1.166240 -0.07 -0.26 -0.12
H 3.944260 3.793603 0.371197 -0.28 0.19 0.04
H 2.474739 4.445939 -0.393786 0.09 0.00 0.26
C 3.579382 -0.553496 -0.557398 -0.07 -0.09 0.05
H 3.535065 -0.144250 -1.574078 0.10 -0.11 0.18
H 4.498885 -1.151796 -0.473591 -0.24 0.19 -0.02
H 2.722795 -1.222693 -0.414068 0.18 0.05 -0.04
C 3.838817 -0.100369 1.888070 0.06 0.00 0.07
H 3.119940 -0.908862 2.069566 0.20 0.07 -0.02
H 4.850037 -0.533075 1.903112 -0.31 0.05 0.07
H 3.768178 0.622820 2.709812 0.08 -0.24 -0.19
C 4.782541 1.492724 0.197381 0.30 0.01 -0.02
H 4.649643 2.025803 -0.753358 0.03 -0.08 0.24
H 4.980037 2.209844 1.003249 -0.08 -0.20 -0.24
H 5.690492 0.878898 0.095929 -0.23 0.13 0.02
Ir 0.087339 -0.034559 0.686002 -0.84 3.49 2.58
N 0.283701 -0.649291 -1.089445 2.35 -1.68 -0.41
C -0.124955 -0.879190 -2.198046 -0.10 -0.46 -2.69
C 0.558320 -1.455128 -3.368582 0.13 1.05 1.11
C 1.587696 -2.396414 -3.167452 1.58 -1.76 -0.70
C 0.223141 -1.079233 -4.679882 0.06 -0.18 -1.72
C 2.231802 -2.989068 -4.258214 -0.16 0.01 1.53
H 1.877258 -2.679537 -2.151409 -0.13 0.16 -0.35
C 0.849322 -1.698567 -5.767129 -1.51 1.48 0.53
H -0.541083 -0.312423 -4.827525 0.22 -0.30 -0.07
C 1.852698 -2.655509 -5.564282 0.45 -0.42 -0.06
H 3.023291 -3.722282 -4.092983 -0.25 0.24 -0.03
H 0.548994 -1.433792 -6.782760 0.13 -0.04 0.32
H 2.340801 -3.131715 -6.420051 -0.18 0.17 0.31
Cl 1.599068 0.209047 6.266912 -0.05 0.04 0.00
C 0.492390 0.752486 5.078636 0.14 -0.41 -0.46
C -0.534653 1.637337 5.393516 -0.01 -0.02 -0.41
C -1.373668 2.049931 4.360170 0.03 -0.17 -0.34
C -1.163034 1.561811 3.072050 -0.06 0.14 0.33
N -0.174503 0.694005 2.788053 0.05 -0.19 -0.87
C 0.647705 0.273708 3.769247 -0.52 0.63 0.61
H -0.648628 1.982976 6.414481 -0.06 0.03 -0.09
H -2.199265 2.740682 4.515994 0.22 -0.12 0.13
H -1.808809 1.870403 2.240080 0.36 -0.15 0.39
H 1.450496 -0.424886 3.546281 -0.20 0.20 -0.03
```
Positions in Å, forces in eV/Å.


The following is a quantum chemistry calculation of a structure of composition C36H51NOOsPSi4Te, from the OMol25 dataset.

The spin multiplicity is 5. The HOMO-LUMO gap (alpha / beta) is 0.265 / 0.201 hartree. The value obtained for the HOMO energy (alpha / beta) is -15.67 / -15.75 eV. The energy relative to the best compared isomer or geometry (same formula, charge and spin) comes out at 0.0000 eV. The expectation value of S² is 6.0220. Its energy is -3389.37952 a.u. For the LUMO energy (alpha / beta), the calculation gives -0.31070 / -0.37766 hartree. As for the net charge: +3.

Geometry as XYZ:
```
96
Properties=species:S:1:pos:R:3:forces:R:3
Os -2.073089 -20.719933 -5.601615 1.12 0.31 -0.71
O -4.134537 -22.547613 -4.619647 0.13 -0.56 0.16
N -3.856402 -21.189774 -4.504253 0.66 -0.26 -0.81
C -4.625335 -20.607216 -3.689499 -0.41 0.15 1.16
C -4.513480 -19.255336 -3.226154 -0.23 1.04 1.13
C -5.312267 -19.003858 -2.080457 0.13 1.03 -1.41
C -5.492092 -17.684342 -1.641001 1.36 -1.15 -1.41
C -4.814698 -16.648227 -2.272021 -0.74 -0.02 0.74
C -3.970633 -16.894993 -3.327892 -0.46 -0.53 0.08
C -3.785910 -18.171190 -3.775002 0.31 -1.39 -0.90
P -2.450826 -18.260399 -5.035910 -0.60 -0.82 0.00
C -2.898814 -17.189356 -6.423776 0.21 0.46 -0.68
C -2.351710 -15.888914 -6.637087 -0.39 -0.52 1.15
C -2.771406 -15.130587 -7.713128 -0.14 0.15 -0.47
C -3.668144 -15.692194 -8.635774 0.35 0.44 0.32
C -4.201665 -16.959967 -8.463962 -0.21 0.27 0.60
C -3.825230 -17.700723 -7.351288 0.05 0.25 0.09
C -1.027108 -17.610061 -4.170387 -0.15 0.24 0.02
C -0.970616 -17.400786 -2.797833 -0.33 -0.67 0.70
C 0.193542 -16.973151 -2.184841 0.14 0.01 0.69
C 1.270646 -16.633265 -2.954633 1.57 0.10 -0.37
C 1.217195 -16.856624 -4.341549 0.34 0.36 0.63
C 0.094848 -17.369883 -4.958639 -0.10 0.62 0.39
H -4.601046 -22.605166 -5.452021 -0.40 -0.46 -0.62
H -5.414757 -21.221852 -3.225309 0.37 0.19 -0.28
H -5.868030 -19.837010 -1.698028 -0.32 -0.05 0.47
H -6.183031 -17.481495 -0.895716 -1.03 0.37 1.47
H -4.995395 -15.656535 -1.907453 0.02 0.46 -0.08
H -3.491901 -16.158593 -3.911570 0.46 1.28 -0.01
H -1.719834 -15.433821 -5.861916 -0.07 -0.31 -0.47
H -2.444677 -14.078041 -7.845930 -0.13 -0.95 0.14
H -3.950130 -15.070290 -9.459018 -0.31 0.10 -0.44
H -5.011594 -17.340290 -9.078276 0.31 0.11 -0.24
H -4.345076 -18.643816 -7.229005 0.25 -0.24 0.33
H -1.783447 -17.645770 -2.121251 -0.20 0.06 -0.37
H 0.298095 -16.935829 -1.098707 -0.38 0.18 -0.30
H 2.213943 -16.235950 -2.476778 -1.22 -0.50 -0.72
H 2.089447 -16.574310 -4.881534 0.44 0.04 -0.67
H -0.023016 -17.443080 -6.029296 0.46 -0.17 -0.19
C -1.043646 -17.905882 -9.619683 0.80 -0.59 -0.12
Si -0.093732 -19.479559 -9.210367 0.33 -0.54 -0.07
C 0.581864 -20.212960 -10.847885 -0.84 1.03 -0.75
C 1.311775 -19.217571 -7.932260 0.45 -0.74 -1.22
Si -1.650068 -21.272510 -8.180162 -0.39 0.93 -0.30
Si -0.459370 -22.517370 -6.463844 -1.04 -0.65 0.59
C 1.356940 -22.358689 -6.123950 -0.14 -1.35 -1.25
C -1.207241 -24.152059 -5.895277 0.77 -0.56 -0.43
C -0.382712 -22.888882 -8.545182 0.03 0.21 -0.61
Si -3.542782 -22.269878 -9.462737 -0.92 0.35 0.55
C -3.643754 -24.041819 -8.776689 0.43 0.27 -1.07
C -5.229935 -21.456681 -9.149459 0.37 0.24 0.87
C -3.260410 -22.060088 -11.306630 0.76 -0.38 0.00
H -0.244066 -17.150354 -9.733668 -0.41 -0.13 -0.18
H -1.750961 -17.553160 -8.886050 -0.07 0.00 0.19
H -1.546661 -18.082438 -10.577762 0.06 0.29 0.16
H 1.443338 -19.580684 -11.147350 -0.01 -0.49 0.49
H -0.120874 -19.947178 -11.696449 0.37 -0.64 1.00
H 0.845195 -21.276710 -10.911005 0.02 0.39 0.09
H 2.276928 -19.704514 -8.224581 -0.82 0.31 -0.07
H 1.083755 -19.618619 -6.968254 -0.30 -0.02 0.82
H 1.529848 -18.162667 -7.860144 0.01 0.42 0.14
H 1.808188 -21.904334 -6.995001 0.35 0.41 -0.01
H 1.836983 -23.349230 -6.029414 -0.39 0.19 -0.08
H 1.594858 -21.833840 -5.245397 0.35 0.94 1.00
H -1.407216 -24.211170 -4.840606 -0.30 0.12 0.21
H -0.448071 -24.933842 -6.057826 0.16 0.23 0.01
H -2.061745 -24.556456 -6.425094 -0.37 0.45 -0.17
H -0.924735 -22.866207 -9.523520 0.30 0.00 0.57
H -0.439939 -23.970194 -8.324918 0.29 0.41 0.04
H 0.610147 -22.504639 -8.790368 0.06 -0.54 0.10
H -3.884978 -24.052212 -7.728873 -0.07 0.12 0.56
H -2.731532 -24.658960 -8.935791 -0.79 0.26 -0.07
H -4.522040 -24.465532 -9.291443 0.45 -0.23 0.03
H -5.511392 -21.514613 -8.073472 -0.04 -0.07 -0.66
H -5.988671 -21.965116 -9.757967 0.14 -0.08 0.22
H -5.281542 -20.395323 -9.426999 0.19 -0.21 -0.02
H -2.814375 -22.963019 -11.736891 -0.20 0.01 -0.05
H -2.620624 -21.242829 -11.650150 -0.09 0.10 0.30
H -4.247527 -21.900110 -11.745590 0.02 -0.12 0.00
C -0.098930 -22.869362 -2.921159 -1.27 -0.21 0.28
Te -0.239908 -20.776619 -3.355487 -0.82 -0.13 -0.55
C -1.662165 -20.874638 -1.744578 0.61 -0.53 -0.12
C -0.997153 -21.878878 -0.838304 -0.39 0.57 -0.29
C -1.205440 -21.862709 0.514325 -0.62 0.57 0.56
C -0.679456 -22.868651 1.291134 0.61 -0.67 0.96
C 0.086463 -23.893062 0.753882 0.40 0.12 -1.32
C 0.290425 -23.889616 -0.650154 -0.16 -0.60 1.03
C -0.246163 -22.884816 -1.414643 0.00 -0.02 -0.62
H 0.830946 -23.275546 -3.244565 0.72 -0.26 -0.33
H -0.943615 -23.409175 -3.412262 0.75 0.62 0.52
H -2.591678 -21.260917 -2.130503 -0.30 -0.10 -0.26
H -1.832714 -19.921639 -1.294580 0.04 0.66 0.26
H -1.802062 -21.070863 0.982357 0.25 -0.31 -0.20
H -0.824912 -22.858268 2.362818 -0.09 0.10 0.02
H 0.581132 -24.645871 1.374434 -0.43 0.25 -0.20
H 0.773435 -24.704297 -1.174665 0.36 -0.04 0.32
```
Positions in Å, forces in eV/Å.